(1)
{"formula": "C6H9NO", "method": "ωB97M-V/def2-TZVPD", "total_charge": 0, "orbital_gap_ev": 9.9, "de_lowest_ev": 4.281, "elements": ["C", "C", "C", "C", "C", "C", "H", "H", "H", "H", "H", "H", "H", "H", "H", "N", "O"], "coordinates": [[1.607, -0.919, 1.292], [0.386, -0.273, 0.625], [0.457, 1.097, 0.081], [-0.504, 0.863, -1.077], [0.055, -0.465, -1.558], [-0.658, -0.968, -0.345], [2.023, -1.683, 0.609], [2.512, -0.138, 1.454], [1.437, -1.506, 2.317], [1.247, 1.718, -0.042], [-0.879, 1.728, -1.714], [1.015, -0.808, -1.608], [-0.320, -0.930, -2.509], [-1.094, -1.887, -0.075], [-2.047, 0.351, 0.410], [-1.598, 0.028, -0.522], [-0.096, 0.870, 1.338]]}

(2)
{"formula": "C6H10N", "method": "ωB97M-V/def2-TZVPD", "total_charge": 1, "orbital_gap_ev": 8.8, "de_lowest_ev": 4.705, "elements": ["C", "C", "C", "C", "C", "C", "N", "H", "H", "H", "H", "H", "H", "H", "H", "H", "H"], "coordinates": [[0.771, 1.408, 0.737], [-0.358, 1.665, 0.104], [-1.096, 1.042, -0.923], [0.685, -0.073, 0.469], [1.695, -0.584, -0.512], [-1.521, -1.043, 0.635], [-0.662, -0.210, -0.255], [1.445, 2.050, 1.292], [-2.216, 0.988, -0.917], [-0.486, 0.942, -1.926], [0.761, -0.789, 1.250], [1.995, 0.247, -1.305], [1.417, -1.444, -0.937], [2.730, -0.718, 0.020], [-1.731, -0.500, 1.527], [-2.541, -1.121, 0.119], [-0.886, -1.860, 0.620]]}

(3)
{"formula": "C15H16B2BrO10", "method": "ωB97M-V/def2-TZVPD", "total_charge": -1, "orbital_gap_ev": 4.4, "elements": ["C", "B", "O", "B", "C", "C", "O", "Br", "H", "H", "H", "H", "H", "H", "H", "H", "C", "C", "C", "O", "C", "C", "C", "O", "O", "O", "H", "H", "H", "H", "C", "C", "C", "O", "C", "C", "C", "O", "O", "O", "H", "H", "H", "H"], "coordinates": [[2.864, -0.549, -0.824], [1.245, -0.205, -0.697], [0.817, 1.023, -0.041], [0.218, -1.327, -1.402], [-1.275, -0.687, -1.779], [-2.149, -0.312, -0.504], [-2.320, -1.104, 0.464], [-3.123, 1.448, -0.302], [3.129, -1.085, 0.169], [3.042, -1.349, -1.637], [3.503, 0.385, -0.976], [1.506, 1.694, -0.293], [0.108, -2.312, -0.718], [0.726, -1.587, -2.465], [-1.085, 0.208, -2.477], [-1.840, -1.525, -2.340], [3.493, 6.218, 0.433], [3.174, 4.925, 0.332], [3.677, 4.087, -0.795], [3.383, 2.907, -0.847], [4.515, 4.733, -1.812], [4.829, 6.025, -1.711], [4.349, 6.856, -0.570], [4.673, 8.031, -0.503], [5.604, 6.640, -2.648], [2.378, 4.321, 1.254], [3.137, 6.837, 1.246], [4.858, 4.119, -2.633], [5.686, 7.566, -2.348], [2.297, 3.391, 0.963], [-5.129, -4.168, 2.756], [-4.241, -3.543, 1.971], [-3.441, -4.304, 0.957], [-2.657, -3.724, 0.241], [-3.641, -5.757, 0.874], [-4.524, -6.369, 1.663], [-5.339, -5.612, 2.651], [-6.152, -6.209, 3.344], [-4.717, -7.719, 1.598], [-4.052, -2.195, 2.081], [-5.717, -3.637, 3.492], [-3.045, -6.298, 0.151], [-5.403, -7.914, 2.265], [-3.360, -1.922, 1.418]]}

(4)
{"formula": "C5H11NO", "method": "ωB97M-V/def2-TZVPD", "multiplicity": 2, "s2": 0.75, "total_charge": 1, "orbital_gap_ev": [11.4, 6.6], "de_lowest_ev": 1.423, "elements": ["N", "C", "C", "C", "C", "C", "O", "H", "H", "H", "H", "H", "H", "H", "H", "H", "H", "H"], "coordinates": [[0.624, 0.937, 0.785], [0.812, -0.091, 1.794], [0.329, -1.419, 1.185], [-0.244, -1.030, -0.218], [-0.355, 0.485, -0.185], [-0.256, 1.069, -1.610], [-1.063, 0.240, -2.416], [0.296, 1.846, 1.122], [1.878, -0.157, 2.041], [0.381, 0.294, 2.700], [1.153, -2.121, 1.144], [-0.518, -1.780, 1.756], [-1.209, -1.499, -0.317], [0.367, -1.343, -1.060], [-1.344, 0.807, 0.195], [0.816, 1.076, -1.853], [-0.626, 2.088, -1.751], [-1.042, 0.601, -3.310]]}

(5)
{"formula": "C5H9NO", "method": "ωB97M-V/def2-TZVPD", "total_charge": 0, "orbital_gap_ev": 9.5, "de_lowest_ev": 4.978, "elements": ["C", "C", "O", "C", "C", "N", "C", "H", "H", "H", "H", "H", "H", "H", "H", "H"], "coordinates": [[0.989, -2.092, 0.902], [0.443, -0.718, 1.263], [0.264, -0.412, 2.429], [0.370, 0.568, 0.371], [-1.070, 0.498, 0.168], [-0.265, 0.585, -1.000], [-0.373, 1.695, -1.990], [1.104, -2.614, 1.857], [0.427, -2.733, 0.214], [1.982, -1.914, 0.476], [0.998, 1.370, 0.745], [-1.927, 1.135, 0.399], [-1.118, -0.746, 0.619], [-0.576, 1.273, -2.991], [0.558, 2.267, -2.069], [-1.183, 2.412, -1.779]]}

(6)
{"formula": "C38H30N2O6P2RuTe", "method": "ωB97M-V/def2-TZVPD", "multiplicity": 5, "s2": 6.02, "total_charge": 0, "orbital_gap_ev": [7.6, 5.4], "elements": ["Ru", "O", "C", "C", "C", "N", "C", "C", "C", "O", "O", "C", "O", "O", "H", "H", "H", "Te", "C", "C", "C", "N", "C", "C", "C", "P", "C", "C", "C", "C", "C", "C", "C", "C", "C", "C", "C", "C", "P", "C", "C", "C", "C", "C", "C", "C", "C", "C", "C", "C", "C", "H", "H", "H", "H", "H", "H", "H", "H", "H", "H", "H", "H", "H", "H", "H", "H", "H", "H", "H", "H", "H", "H", "H", "H", "C", "O", "H", "H", "H"], "coordinates": [[-0.047, -0.478, 2.226], [4.269, 1.519, 6.116], [3.329, 1.152, 5.231], [3.255, 1.706, 3.950], [2.269, 1.275, 3.096], [1.400, 0.310, 3.437], [1.424, -0.167, 4.691], [2.370, 0.219, 5.613], [0.240, -1.071, 5.050], [0.194, -1.578, 6.150], [-0.643, -1.151, 4.109], [1.958, 1.952, 1.779], [2.834, 2.492, 1.108], [0.705, 1.886, 1.501], [4.841, 2.192, 5.733], [3.936, 2.481, 3.622], [2.337, -0.202, 6.608], [0.618, 2.105, -1.058], [0.637, 1.842, -3.195], [-0.365, 1.121, -3.834], [-0.382, 1.080, -5.220], [0.528, 1.682, -5.980], [1.494, 2.359, -5.368], [1.590, 2.474, -3.988], [-0.395, 0.254, -0.752], [0.766, -0.865, 0.064], [0.600, -2.590, -0.496], [1.019, -3.580, 0.392], [0.963, -4.912, 0.023], [0.487, -5.262, -1.235], [0.069, -4.279, -2.117], [0.132, -2.940, -1.753], [2.422, -0.532, -0.621], [2.606, -0.399, -1.999], [3.870, -0.143, -2.504], [4.954, -0.031, -1.642], [4.781, -0.204, -0.277], [3.517, -0.461, 0.232], [-1.713, 0.579, 0.481], [-2.210, 2.303, 0.070], [-1.933, 3.345, 0.953], [-2.234, 4.654, 0.604], [-2.817, 4.926, -0.625], [-3.131, 3.890, -1.496], [-2.835, 2.581, -1.148], [-3.209, -0.300, -0.061], [-4.355, -0.142, 0.715], [-5.504, -0.857, 0.415], [-5.513, -1.731, -0.663], [-4.372, -1.887, -1.438], [-3.220, -1.177, -1.138], [-1.107, 0.594, -3.247], [-1.157, 0.535, -5.750], [2.227, 2.830, -6.015], [2.398, 3.035, -3.532], [1.358, -3.289, 1.381], [1.277, -5.680, 0.719], [0.440, -6.307, -1.513], [-0.309, -4.551, -3.094], [-0.195, -2.166, -2.439], [1.760, -0.503, -2.667], [4.014, -0.032, -3.571], [5.939, 0.186, -2.034], [5.627, -0.127, 0.393], [3.370, -0.604, 1.296], [-1.466, 3.114, 1.903], [-2.009, 5.459, 1.292], [-3.040, 5.949, -0.900], [-3.609, 4.096, -2.445], [-3.097, 1.768, -1.814], [-4.332, 0.545, 1.554], [-6.386, -0.745, 1.033], [-6.408, -2.295, -0.895], [-4.375, -2.575, -2.276], [-2.319, -1.298, -1.726], [-2.055, -2.707, 1.826], [-1.245, -1.741, 1.205], [-1.496, -3.287, 2.566], [-2.430, -3.393, 1.058], [-2.913, -2.248, 2.332]]}